{
  "formula": "C24H33N4O3S2",
  "method": "ωB97M-V/def2-TZVPD",
  "species": ["S", "S", "O", "O", "O", "N", "N", "N", "N", "C", "C", "C", "C", "C", "C", "C", "C", "C", "C", "C", "C", "C", "C", "C", "C", "C", "C", "C", "C", "C", "C", "C", "C", "H", "H", "H", "H", "H", "H", "H", "H", "H", "H", "H", "H", "H", "H", "H", "H", "H", "H", "H", "H", "H", "H", "H", "H", "H", "H", "H", "H", "H", "H", "H", "H", "H"],
  "xyz": [[-4.2248, -0.8781, 1.2724], [0.7206, -0.1936, -0.1946], [-4.6612, -0.4353, 2.5459], [-5.1335, -1.4148, 0.3279], [1.6143, -4.2707, 0.8982], [2.4304, 0.1504, 1.7407], [-3.7508, 0.8194, 0.4570], [3.7427, -0.9349, -0.7186], [2.2441, -2.1004, 1.1222], [3.6602, -2.4589, 1.1944], [-1.0236, -3.0046, 0.1736], [0.4282, 2.6100, -0.0188], [-3.8458, 0.1733, -1.9563], [4.2800, 0.3136, -1.2197], [-1.7838, -1.4023, 2.3328], [-2.9964, 0.6988, -0.8041], [1.0038, 1.4232, 0.3962], [-0.4960, -1.8989, 2.2631], [2.3369, 2.5847, 2.0421], [-1.9965, -1.0913, -3.1843], [-2.3108, -2.5007, 0.2291], [4.5094, -1.4643, 0.3941], [-2.6485, -1.6770, 1.2873], [-0.1011, -2.6457, 1.1526], [-3.0197, 0.0368, -3.2396], [1.9634, 1.3931, 1.4295], [1.3239, -3.1061, 1.0287], [1.9338, -0.7663, 1.0083], [3.5545, -1.9017, -1.7835], [0.8084, 3.7940, 0.5956], [0.2218, 5.1031, 0.1693], [-3.0722, 1.6632, 1.4414], [1.7579, 3.7621, 1.6221], [-0.4861, 4.9744, -0.6453], [4.5020, -2.1773, -2.2653], [-3.5956, 1.5972, 2.3938], [-2.1376, 0.0497, -0.6181], [-2.5129, 0.9806, -3.4485], [-3.0439, -2.7297, -0.5266], [3.6186, 0.6960, -1.9964], [-0.7148, -3.6442, -0.6381], [-4.6826, 1.1961, 0.2580], [-2.0456, 1.3194, 1.5637], [4.7748, -0.6241, 1.0388], [1.0104, 5.7755, -0.1635], [3.7378, -3.4755, 0.8026], [-4.2839, -0.7904, -1.7005], [4.3199, 1.0404, -0.4088], [-3.7069, -0.1555, -4.0636], [-1.4953, -1.1749, -4.1443], [-2.4863, -2.0396, -2.9788], [-0.2848, 5.5832, 1.0054], [-4.6656, 0.8720, -2.1393], [-3.0535, 2.7033, 1.1155], [2.0473, 4.6911, 2.0888], [-1.2370, -0.9147, -2.4259], [2.8940, -1.4732, -2.5366], [3.0898, -2.8042, -1.3914], [-2.1212, -0.8153, 3.1713], [0.2090, -1.6885, 3.0528], [3.9787, -2.4639, 2.2399], [3.0749, 2.5667, 2.8271], [-2.6142, 1.6895, -1.0704], [5.4366, -1.9609, 0.0731], [5.2867, 0.2011, -1.6425], [-0.2825, 2.6154, -0.8317]],
  "forces_ev_per_a": [[0.306, 0.327, -0.186], [0.484, 0.373, 0.273], [0.288, -0.051, 0.281], [0.132, -0.262, -0.229], [-0.147, -0.122, -0.039], [0.587, -0.896, 0.643], [-0.412, -0.676, 0.347], [0.450, -0.162, -0.212], [0.405, -0.483, 0.047], [0.454, -0.163, -0.005], [0.051, 0.037, 0.182], [-0.022, 0.126, 0.049], [0.161, 0.059, -0.133], [-0.028, -0.022, 0.056], [0.206, 0.018, 0.249], [0.156, -0.246, -0.916], [0.285, -0.275, 0.213], [-0.172, -0.123, -0.063], [-0.014, -0.111, -0.048], [-0.104, 0.223, -0.090], [0.051, -0.143, -0.238], [-0.114, 0.105, 0.030], [-0.803, 0.404, 0.016], [-0.476, -0.316, 0.175], [-0.047, -0.107, 0.195], [-0.671, 0.558, -0.689], [-0.177, 0.080, 0.010], [-1.170, 1.048, -0.325], [0.003, 0.126, 0.090], [-0.081, -0.116, -0.039], [0.042, 0.068, 0.016], [0.326, 0.467, 0.727], [-0.007, -0.048, -0.020], [-0.063, 0.044, -0.061], [0.022, -0.056, -0.052], [0.030, 0.062, -0.088], [-0.017, 0.122, 0.120], [-0.031, 0.089, -0.096], [-0.052, -0.063, -0.163], [0.005, 0.061, -0.053], [0.016, -0.075, -0.099], [-0.002, -0.052, 0.011], [0.008, -0.028, -0.091], [0.041, -0.088, -0.078], [-0.010, 0.105, -0.058], [-0.007, 0.162, 0.095], [-0.028, 0.024, -0.057], [0.031, 0.055, 0.007], [-0.006, 0.105, -0.017], [0.118, -0.078, -0.047], [-0.032, -0.178, 0.034], [-0.066, 0.082, 0.004], [-0.102, 0.005, 0.063], [-0.046, -0.101, -0.158], [0.043, 0.119, 0.067], [0.135, -0.050, 0.088], [-0.031, -0.033, -0.070], [-0.032, -0.133, -0.007], [0.030, 0.078, 0.152], [0.078, 0.065, 0.056], [0.017, -0.079, -0.088], [0.098, 0.008, 0.122], [-0.039, -0.023, 0.214], [-0.002, 0.028, 0.060], [0.059, 0.036, -0.045], [-0.105, 0.090, -0.132]],
  "charge": 1,
  "largest_force_ev_per_a": 1.6,
  "smiles": "CCCC[N@H+](C)S(=O)(=O)c1ccc(C(=O)N(CCN(C)C)c2nc3ccc(C)cc3s2)cc1",
  "de_lowest_kcal_mol": 25.0
}

{
  "formula": "C24H33N4OPPtS2",
  "method": "ωB97M-V/def2-TZVPD",
  "species": ["Pt", "S", "S", "P", "O", "N", "N", "N", "N", "C", "C", "C", "C", "C", "C", "C", "C", "C", "C", "C", "C", "C", "C", "C", "C", "C", "C", "C", "C", "C", "C", "C", "C", "H", "H", "H", "H", "H", "H", "H", "H", "H", "H", "H", "H", "H", "H", "H", "H", "H", "H", "H", "H", "H", "H", "H", "H", "H", "H", "H", "H", "H", "H", "H", "H", "H"],
  "xyz": [[-0.1563, 0.9176, 1.4920], [4.0584, 1.4896, 3.3574], [2.2258, 0.2814, 1.2561], [-0.2370, -0.7213, -1.5577], [-0.0787, 0.4772, -0.5880], [-1.2102, -0.2608, -2.7693], [1.1584, -1.1771, -2.2480], [1.4638, 1.7450, 3.2496], [-0.8066, -2.0186, -0.7453], [-0.6291, -2.2827, 0.6895], [0.9901, 3.2113, 5.1596], [-1.7589, 1.5265, 2.8490], [-2.4539, -0.3137, -4.7676], [2.9550, 3.8650, 6.4162], [-1.8355, -4.0863, -0.2780], [-2.5118, 0.5295, 2.1606], [-1.5689, 2.6260, 1.9456], [-1.2035, -0.8864, -4.1163], [3.2662, 2.4585, 4.5425], [1.5480, 3.8913, 6.1947], [-1.6733, -3.0407, -1.3780], [-2.8053, 1.0144, 0.8691], [2.5282, 1.1647, 2.6252], [-2.2360, 2.3033, 0.7317], [1.8498, 2.4689, 4.2982], [3.2515, -2.1965, -2.5921], [-2.1175, 0.9050, -2.7323], [3.4143, -0.6958, -2.8161], [1.9988, -2.2816, -1.7306], [1.9809, -0.2125, -3.0275], [-1.7501, -3.2638, 1.0076], [3.8196, 3.1566, 5.6014], [-2.5263, 1.0976, -4.1920], [-2.7621, -4.6474, -0.3757], [-2.2473, 2.9119, -0.1584], [-1.2133, -3.4581, -2.2749], [3.0880, -2.7070, -3.5425], [0.3546, -2.7093, 0.9133], [-1.1135, 3.5735, 2.1861], [1.4772, -3.2334, -1.8206], [1.7041, -0.2510, -4.0816], [-0.7137, -1.3276, 1.2215], [4.1103, -2.6559, -2.1066], [-1.8184, 1.7547, -4.6995], [-3.3364, 0.4715, 0.1041], [-2.9984, 0.6932, -2.1193], [3.3586, 4.4206, 7.2523], [-0.0756, 3.2240, 4.9789], [3.8527, -0.2235, -1.9340], [4.8838, 3.1554, 5.7911], [4.0468, -0.4574, -3.6687], [-0.3087, -0.5952, -4.6688], [-1.2232, -1.9726, -4.0478], [-3.3333, -0.8906, -4.4745], [-1.6019, 1.7727, -2.3221], [-2.6313, -2.5967, -1.6612], [2.2565, -2.1322, -0.6756], [-2.3865, -0.3307, -5.8533], [1.8280, 0.8064, -2.6692], [-1.5460, -3.8613, 1.8933], [-1.5197, 1.5153, 3.9004], [-2.7990, -0.4285, 2.5662], [0.9289, 4.4652, 6.8700], [-1.0060, -4.7948, -0.3150], [-3.5160, 1.5416, -4.2781], [-2.6893, -2.7244, 1.1628]],
  "forces_ev_per_a": [[0.249, 0.268, -0.253], [0.136, -0.050, -0.044], [0.047, -0.133, -0.173], [0.105, 0.364, 0.376], [-0.209, -0.477, -0.369], [0.046, 0.092, -0.187], [0.302, 0.013, -0.040], [0.215, -0.156, -0.237], [-0.219, -0.007, 0.059], [0.017, 0.157, -0.210], [0.088, -0.092, -0.129], [-0.090, 0.112, 0.216], [0.002, 0.001, -0.050], [-0.081, 0.026, 0.017], [0.006, -0.022, 0.020], [0.125, -0.097, 0.022], [-0.224, 0.160, 0.065], [-0.036, -0.023, 0.078], [-0.073, -0.006, -0.008], [0.130, 0.033, 0.072], [0.056, 0.018, 0.019], [-0.034, 0.029, -0.070], [-0.310, 0.279, 0.371], [0.084, -0.018, 0.029], [-0.097, 0.091, 0.246], [0.016, -0.031, 0.004], [0.000, -0.049, 0.030], [0.021, 0.019, -0.071], [-0.061, -0.002, -0.043], [-0.049, -0.047, 0.095], [-0.026, 0.013, -0.041], [-0.036, -0.003, -0.021], [-0.029, 0.019, 0.007], [-0.003, 0.007, 0.011], [-0.010, 0.007, 0.005], [0.030, 0.004, 0.012], [-0.020, 0.005, 0.000], [-0.008, -0.024, -0.040], [0.014, 0.003, -0.023], [0.004, -0.008, -0.003], [0.006, -0.024, -0.006], [-0.030, -0.353, 0.234], [0.006, 0.000, -0.015], [0.026, -0.026, 0.009], [0.005, 0.003, -0.016], [-0.009, -0.034, 0.014], [-0.005, -0.001, -0.001], [0.003, -0.002, -0.003], [-0.033, -0.009, 0.021], [0.001, -0.014, -0.012], [0.022, 0.001, 0.018], [-0.004, 0.006, 0.003], [0.004, -0.002, 0.006], [0.009, -0.003, 0.017], [-0.017, 0.004, 0.016], [-0.006, -0.019, -0.007], [-0.020, 0.021, 0.011], [-0.021, 0.003, 0.001], [-0.016, 0.008, -0.019], [0.003, -0.012, -0.004], [0.027, -0.042, -0.010], [-0.029, 0.019, 0.010], [-0.009, -0.003, -0.010], [-0.012, -0.014, -0.007], [0.010, 0.018, -0.009], [0.013, -0.002, 0.017]],
  "charge": 2,
  "largest_force_ev_per_a": 0.6,
  "multiplicity": 5,
  "de_lowest_kcal_mol": 3.9
}